[1]
The following is a quantum chemistry calculation of a molecular structure, C5H15N2O3 in a non-equilibrium geometry, from OMol25.

Computed properties:
energy relative to the best compared isomer or geometry (same formula, charge and spin) = 4.28 kcal/mol
frontier orbital gap (alpha / beta) = 0.15627 / 0.30370 Ha
multiplicity = 2
calculated total energy = -534.6372 Eh

Last column: Mulliken charge in e.
Element x y z (Å)
H  -2.3506  -0.3368  2.0425  0.447
O  -0.7617  -2.9900  -1.4109  -0.658
H  0.0225  0.6395  2.5110  0.310
N  1.6342  2.2809  -0.6510  -0.321
C  -1.8002  0.3215  1.3696  -0.573
H  -2.5243  0.9608  -0.6529  0.335
H  -0.1565  -3.7173  -1.4400  0.298
H  3.7419  0.0312  -0.0285  0.317
H  -0.6420  -1.3330  -0.7946  0.336
H  -0.5569  0.0065  -1.6728  0.312
C  -0.3016  0.0933  1.6425  -0.762
H  -0.1425  -0.9373  1.9905  0.350
H  3.9135  -1.2741  -0.5133  0.284
O  -0.5023  2.5637  0.1139  -0.733
C  0.4274  0.3947  0.3726  -0.007
H  1.6038  3.2446  -0.8970  0.225
H  -2.1776  1.3185  1.5199  0.223
H  2.5288  1.8425  -0.7415  0.108
C  0.4939  1.7980  -0.0057  0.190
H  1.4358  0.0101  0.2287  0.350
H  -1.5515  -3.4215  -1.0763  0.298
H  -2.7712  -0.7622  -0.2303  0.283
O  3.3647  -0.5124  -0.7392  -0.626
N  -0.8262  -0.3205  -0.7686  -0.426
C  -2.1016  0.0992  -0.1685  -0.560


[2]
The following is a quantum chemistry calculation of a molecular structure, C4H9NO in a non-equilibrium geometry, from OMol25.

Computed properties:
energy relative to the best compared isomer or geometry (same formula, charge and spin) = 101.37 kcal/mol
frontier orbital gap = 0.37851 Ha
calculated total energy = -287.6709 Eh

Last column: Mulliken charge in e.
Element x y z (Å)
H  1.2211  -1.4937  -0.3161  0.163
H  -1.5956  -1.5840  0.7948  0.350
H  0.7429  -0.9300  1.4118  0.319
C  2.2028  0.4401  -0.2087  -0.511
H  2.2872  -0.7693  -0.6579  0.186
C  -1.1556  -0.7123  0.3145  0.019
C  0.3745  -0.6912  0.4013  -0.470
O  0.8337  0.5140  -0.0644  -0.246
N  -1.8047  -0.3156  -0.9318  -0.624
H  2.4972  1.3773  -0.7296  0.210
H  -1.1065  0.1254  -1.5280  0.313
C  -2.0184  0.5169  0.2453  -0.394
H  -3.0427  0.4920  0.6301  0.248
H  2.7249  0.3725  0.7598  0.258
H  -1.5513  1.4979  0.2938  0.179


[3]
The following is a quantum chemistry calculation of a molecular structure, C48H59F2MnN7O2 in a non-equilibrium geometry, from OMol25.

Computed properties:
energy relative to the best compared isomer or geometry (same formula, charge and spin) = 91.31 kcal/mol
frontier orbital gap (alpha / beta) = 0.29519 / 0.28760 Ha
multiplicity = 6
calculated total energy = -3748.9100 Eh

Last column: Mulliken charge in e.
Element x y z (Å)
H  3.4286  1.6684  -2.9018  0.386
H  -3.5184  2.7196  4.4950  0.443
H  -5.5267  -2.0270  -1.7229  0.558
C  2.4986  -1.0676  2.1886  0.888
H  0.9158  -3.3376  -0.9144  0.091
H  4.4195  1.5101  1.3108  0.310
N  1.8222  -0.6953  -0.9667  0.737
C  -0.7622  2.2562  -0.2615  -1.050
H  -2.8917  1.2103  0.7606  0.682
C  3.9128  2.1660  -2.0605  -1.876
H  0.1256  -1.8408  -3.8285  0.560
C  4.4046  2.1071  0.3917  -2.655
C  -4.8761  0.6645  0.1845  -1.363
C  -5.6167  -0.2930  -0.4852  -0.666
H  2.5624  4.6727  1.8048  0.475
H  3.8463  2.9899  3.9551  0.707
H  -0.7252  -0.4496  4.3652  0.231
C  -2.7802  -2.1760  -2.1068  0.260
C  2.4891  -1.0692  3.7140  -1.683
H  0.8759  1.8095  7.1304  0.401
H  3.9125  3.0560  0.5994  0.559
C  2.0509  2.7743  2.7391  2.768
H  -0.5866  -1.0979  2.1500  -1.157
H  -4.3914  1.6298  3.4115  0.430
H  -1.2563  3.5361  -3.3559  0.456
H  -3.6517  -0.6078  2.9972  0.692
H  1.8973  -2.3084  0.5689  -1.372
C  -0.8550  -2.1915  -3.5328  -0.511
H  0.5174  0.5767  4.3364  -1.359
C  -1.2156  3.1351  -1.2396  -0.995
C  1.5015  -3.6918  -1.7625  -1.929
N  -0.4684  -1.9358  1.5771  0.253
H  6.1881  0.5358  -0.8332  0.405
H  3.5148  3.1799  -1.9757  0.420
C  4.1325  -0.0543  -0.9056  1.010
F  -0.9663  -3.3262  -5.5968  -0.357
C  3.5013  2.4261  3.0870  -2.257
H  -2.1994  -1.2706  3.7463  0.222
H  1.1382  -4.6926  -2.0099  0.591
C  -3.3693  -3.1021  -2.9662  0.412
H  3.6265  1.3616  3.3128  0.371
F  -4.5915  -3.6280  -2.6888  -0.366
N  0.1924  -0.3093  3.9549  -0.349
H  1.3096  -3.0475  -2.6044  0.157
N  -0.0455  1.1943  -0.5598  1.266
C  3.2057  -1.1204  -1.0565  -0.930
C  1.4313  2.2510  5.1019  -0.358
H  2.6165  1.4166  -0.5429  -1.004
H  5.4416  2.3292  0.1356  0.459
Mn  -0.5366  -0.9440  -0.5130  1.138
C  5.1005  -2.6127  -1.2108  -0.687
C  0.5817  -2.7513  2.1813  -0.174
H  -2.9632  2.5336  2.8459  0.100
H  0.2307  1.5500  -3.8885  0.579
C  -1.0896  1.3126  4.3888  0.396
H  4.1644  2.6815  2.2616  0.454
C  -0.6762  1.3505  5.7200  0.199
C  1.9051  4.2956  2.5949  -1.982
N  -2.8601  -0.4825  -0.4061  0.425
H  -1.3655  1.0112  6.4865  0.445
C  1.1160  -1.4135  4.2892  0.024
C  -0.1015  1.7794  -2.8862  -0.744
O  1.8687  -0.1879  -3.2148  -0.811
H  3.2124  -1.8172  4.0434  0.723
C  5.9927  -1.5769  -1.0613  -1.502
C  2.9793  -3.7486  -1.4824  0.474
H  3.7226  -5.7221  -0.8700  0.364
C  1.4019  -0.0698  -2.0866  0.194
C  3.6859  1.3915  -0.7573  2.380
H  0.8544  0.2918  2.0249  -1.966
H  7.0595  -1.7618  -1.0702  0.402
C  -1.4376  -1.7954  -2.3280  0.348
H  2.3749  -5.1453  0.0970  0.437
H  2.3086  0.9685  1.6795  -0.920
H  -2.0598  -0.2164  2.3168  -0.566
H  3.9958  -4.4773  0.3359  0.444
C  0.5764  1.7980  6.0894  -1.425
C  -2.5137  0.8399  4.1527  -0.118
H  4.9826  2.2339  -2.2736  0.376
H  2.6340  -3.1610  1.9035  0.763
C  1.9358  -2.3652  1.6453  -0.416
C  5.4969  -0.2947  -0.9173  0.086
C  -3.4006  1.9964  3.6861  -1.467
C  -1.5345  -3.0049  -4.4160  0.280
H  0.4135  -3.7851  1.8748  0.855
C  -2.6085  -0.3891  3.2436  -0.258
H  0.8775  4.5622  2.3510  0.365
C  -0.9053  2.8755  -2.5735  -1.124
H  -0.4532  -2.8872  4.0878  0.575
C  1.0646  2.2335  3.7593  2.250
H  1.1673  -3.5581  4.0696  0.624
H  3.4285  -4.0978  -2.4157  1.201
N  1.7684  0.1069  1.5814  2.047
H  3.5286  -0.9814  1.8407  0.649
H  -1.3549  -2.4291  1.6291  0.385
H  2.4049  2.6301  5.3851  0.413
H  2.8198  -0.1025  4.1096  0.371
C  3.2891  -4.8312  -0.4142  -1.923
C  -3.5033  0.5078  0.2119  -0.390
C  -4.9610  -1.3055  -1.1596  -1.118
H  2.1754  4.7869  3.5341  0.366
H  -6.6983  -0.2407  -0.5094  0.414
C  -2.7740  -3.5369  -4.1272  -0.844
H  -3.2684  -4.2374  -4.7848  0.514
H  5.4825  -3.6182  -1.3560  0.460
C  0.5608  -2.7218  3.7088  -1.831
N  -0.4642  1.5462  1.9909  1.211
O  -1.4224  3.6373  1.5552  -0.816
H  -2.8939  0.5319  5.1294  0.646
C  0.3038  0.9726  -1.8445  0.714
C  -0.2068  1.7402  3.3739  -0.628
C  -3.5660  -1.3558  -1.1509  0.240
H  -1.7794  3.9977  -0.9194  0.592
H  1.2242  -1.5491  5.3721  0.464
H  1.8036  2.3317  1.7679  -0.884
H  1.6476  -0.0582  0.5465  0.165
C  3.7109  -2.4308  -1.2180  0.418
H  -5.3356  1.5031  0.6847  0.598
C  -0.9312  2.5344  1.2346  0.062


[4]
The following is a quantum chemistry calculation of a molecular structure, C42H43N8O4RhS, from OMol25.

Computed properties:
energy relative to the best compared isomer or geometry (same formula, charge and spin) = 20.32 kcal/mol
frontier orbital gap (alpha / beta) = 0.24167 / 0.22180 Ha
multiplicity = 5
calculated total energy = -2873.9560 Eh

Last column: Mulliken charge in e.
Element x y z (Å)
H  -4.3927  3.8502  2.5599  0.401
H  -2.8009  -1.0051  -0.2476  -0.498
H  4.6338  0.1035  1.0703  0.616
H  -2.1830  4.3926  2.6225  0.461
C  -1.6718  3.9187  -1.5943  -0.801
H  0.1025  1.6002  -3.1580  0.257
H  -5.7418  0.0906  1.0502  0.428
C  1.1791  -0.0919  -3.9615  1.148
C  1.5732  -0.8375  -2.8504  -1.523
H  0.5577  4.8799  1.3670  0.298
C  -2.5769  1.1285  1.6649  -0.750
H  0.5358  4.9532  -2.4449  0.379
C  -2.8657  2.4258  2.1184  1.044
C  1.0708  -0.7244  -5.1956  -1.137
C  1.3688  -2.0702  -5.3309  -0.967
C  -0.9010  2.8605  -1.1245  2.763
C  -1.6298  -4.8524  2.6618  -0.323
C  1.9269  -2.1888  -2.9819  1.601
C  -2.9243  3.6902  -2.1531  -1.398
H  -4.3216  -1.5528  0.4326  0.735
H  -6.2564  2.3541  1.9139  0.397
N  1.5565  -0.2524  -1.5519  2.376
C  -3.2638  -4.2085  4.3162  1.036
H  -2.8223  -1.7042  1.3625  -0.594
C  -1.0596  -3.5903  2.7408  -0.487
H  1.9942  5.7831  -1.8311  0.386
C  -2.6760  -2.9428  4.3902  -0.729
H  -1.2127  -5.5745  1.9744  0.471
C  -4.1879  2.8471  2.2040  -0.962
C  -4.9400  0.7504  1.3598  -0.994
H  0.4975  2.6266  0.4814  -0.125
H  -2.0166  -5.7042  -1.7538  0.469
H  -1.0197  3.4227  1.7091  -0.240
C  0.4922  2.9673  -0.5531  -0.631
H  -0.3921  5.5713  0.0389  0.319
C  2.5728  0.2007  0.5607  0.266
C  -0.4371  0.6966  2.5973  -0.582
H  -1.2812  3.0785  3.4168  0.361
C  0.6075  5.3149  0.3719  -0.723
H  -3.0481  0.3393  -1.8255  0.266
C  1.4737  4.8323  -1.9189  -0.733
N  1.3203  0.3543  0.9733  1.688
C  -2.6393  1.3434  -1.7689  -0.161
O  1.0912  -2.1958  2.4830  -0.696
N  1.2025  4.3045  -0.5489  0.416
H  0.7013  1.8209  -4.8068  0.450
S  0.3150  -3.1566  1.7392  1.302
H  -4.9117  -5.3038  4.8372  0.206
C  -1.5763  -2.6368  3.6137  -0.439
N  -0.3036  -2.3076  0.4959  -0.205
H  -4.8637  -3.7559  5.5061  0.214
C  2.7374  -0.0404  -0.9212  -0.921
H  -3.5126  4.5264  -2.5072  0.422
C  -3.4071  2.3990  -2.2504  -0.888
H  1.1536  2.3065  -1.1203  0.139
H  4.1450  0.4421  3.5223  0.438
H  -2.1772  -4.2854  -3.8293  0.435
N  -1.2496  -4.2151  -0.5882  -0.538
H  -1.5373  -1.8543  -3.5778  0.490
C  -3.6296  0.2992  1.2540  0.930
C  -1.4693  -2.5594  -2.7561  -0.473
C  -2.7244  -5.1605  3.4484  -0.765
H  1.7438  0.7131  4.2420  0.644
C  1.8067  -2.7888  -4.2291  -0.880
H  3.4697  -2.6473  -1.5753  0.351
H  1.8314  1.8672  -3.4470  0.154
H  1.2479  6.1942  0.3724  0.406
H  2.0644  -3.8361  -4.3317  0.423
C  -5.2316  2.0148  1.8420  -1.076
C  -1.7112  -4.6630  -1.7432  -0.545
C  1.0273  0.5243  2.2528  -0.375
C  -1.7775  3.3883  2.4957  -1.016
O  0.9533  -4.3548  1.2727  -0.737
H  -3.1710  -6.1460  3.3950  0.308
H  0.7622  -0.1464  -6.0585  0.407
C  2.0295  0.5787  3.2089  -0.464
H  2.1151  4.0777  -0.1516  0.368
C  -1.3902  1.5450  -1.1911  0.173
N  -1.0193  -2.0833  -1.6054  0.927
H  -3.0827  -2.1995  5.0648  0.337
H  2.4755  -4.0348  -2.0291  0.381
H  -1.3317  4.9458  -1.5467  0.188
O  3.8536  -0.0485  -1.4230  -0.724
C  2.4523  -2.9678  -1.8107  -1.697
H  -4.3801  2.2113  -2.6853  0.422
N  -1.2331  0.6992  1.5242  2.454
C  0.9313  1.3839  -3.8350  -1.073
H  -1.1205  -1.6577  3.6825  0.380
O  -0.7335  0.8647  3.7815  -0.810
C  -1.8226  -3.8856  -2.8924  -1.005
H  2.0908  4.1066  -2.4398  0.269
C  -3.3782  -1.0651  0.6806  -0.080
C  3.6301  0.2401  1.4465  -0.577
N  -4.3421  -4.5273  5.1265  -0.551
Rh  -0.3075  -0.2047  -0.4507  -1.594
H  1.8592  -2.8171  -0.9098  0.276
H  1.2750  -2.5542  -6.2943  0.403
C  -0.8659  -2.9346  -0.5622  0.720
C  3.3429  0.4284  2.7959  -1.113